Molecular formula: C44H80O28
Method: DFT, the ωB97M-V functional and the def2-TZVPD basis

The geometry in XYZ format:
```
152
Properties=species:S:1:pos:R:3:mulliken_charge:R:1
C 18.37 17.80 11.64 -1.17
C 17.00 18.43 11.74 0.83
O 16.56 18.37 13.12 -0.33
C 15.48 19.22 13.40 0.83
C 15.11 19.09 14.84 -0.27
O 14.96 19.97 12.62 -0.57
H 18.34 16.70 11.92 0.02
H 19.18 18.30 12.20 0.38
H 18.67 17.86 10.60 0.39
H 17.02 19.51 11.39 0.50
H 16.29 17.84 11.12 -0.53
H 16.03 19.02 15.46 0.34
H 14.56 18.17 15.02 -0.20
H 14.50 19.95 15.25 0.29
C 19.32 12.30 13.20 -1.32
C 17.98 12.12 13.94 0.56
O 17.94 10.97 14.74 -0.29
C 17.84 9.77 14.17 0.97
C 18.18 8.77 15.19 -1.61
O 17.57 9.60 13.02 -0.43
H 19.48 11.58 12.38 0.16
H 20.20 12.18 13.83 0.38
H 19.41 13.30 12.74 0.29
H 17.78 12.95 14.60 0.20
H 17.19 12.02 13.20 -0.15
H 19.20 8.88 15.36 0.55
H 17.96 7.74 14.90 0.28
H 17.75 9.04 16.16 0.36
C 13.59 19.11 10.19 -0.35
C 13.49 18.78 8.72 -0.42
O 14.59 17.86 8.27 -0.41
C 14.18 16.61 8.13 0.93
C 15.22 15.76 7.52 -0.92
O 13.08 16.21 8.47 -0.59
H 13.13 18.31 10.81 -0.23
H 12.97 19.97 10.46 0.59
H 14.65 19.27 10.44 0.07
H 12.53 18.27 8.48 0.20
H 13.58 19.69 8.12 0.39
H 16.20 16.22 7.70 0.29
H 15.13 15.72 6.44 0.52
H 15.10 14.75 7.86 0.05
C 9.39 21.42 8.51 -1.19
C 9.18 20.55 9.77 -0.23
O 9.68 19.26 9.54 -0.25
C 9.05 18.23 10.18 0.76
C 9.28 16.90 9.58 -0.44
O 8.32 18.39 11.12 -0.61
H 8.96 20.98 7.59 0.29
H 10.42 21.73 8.36 0.29
H 8.92 22.40 8.80 0.36
H 9.64 21.03 10.64 0.18
H 8.12 20.50 10.07 0.44
H 9.52 16.21 10.34 -0.27
H 10.01 16.96 8.82 0.29
H 8.33 16.55 9.08 0.35
C 10.96 14.21 17.30 -1.34
C 10.25 15.05 16.27 0.59
O 10.00 14.28 15.11 -0.39
C 9.53 15.02 14.02 0.49
C 9.44 14.26 12.75 -0.11
O 9.19 16.17 14.09 -0.62
H 11.90 13.86 16.89 0.04
H 10.35 13.38 17.68 0.40
H 11.03 14.78 18.20 0.47
H 9.29 15.45 16.62 0.50
H 10.87 15.94 16.08 -0.43
H 9.52 13.19 12.87 0.32
H 10.12 14.72 12.05 -0.43
H 8.44 14.53 12.35 0.53
C 14.75 7.93 13.82 -1.04
C 14.63 8.81 15.07 0.43
O 13.62 9.88 14.86 -0.45
C 13.88 10.85 13.99 -0.10
C 12.66 11.73 13.85 -0.80
O 14.91 10.85 13.36 0.45
H 14.01 8.34 13.12 0.27
H 14.53 6.89 13.96 0.34
H 15.72 8.15 13.38 0.18
H 14.20 8.32 15.94 0.50
H 15.58 9.22 15.47 -0.39
H 11.87 11.13 13.43 0.45
H 12.78 12.63 13.23 -0.28
H 12.30 12.05 14.85 0.32
C 12.76 11.11 9.73 -0.82
C 11.61 12.10 9.86 0.71
O 10.62 11.76 8.87 -0.35
C 9.42 12.33 8.85 0.69
C 8.73 11.91 7.57 -1.16
O 8.90 13.04 9.67 -0.52
H 12.50 10.05 9.93 0.38
H 13.60 11.37 10.32 -0.11
H 13.09 11.14 8.68 0.37
H 11.16 12.11 10.90 -0.04
H 11.94 13.08 9.61 -0.06
H 9.44 11.64 6.83 0.38
H 8.24 12.76 7.13 0.34
H 7.99 11.10 7.71 0.25
C 15.81 11.87 16.79 -0.19
C 16.21 13.30 17.07 -0.51
O 15.17 14.23 16.67 -0.40
C 15.13 14.71 15.42 0.21
C 13.87 15.58 15.25 0.79
O 15.95 14.44 14.62 -0.36
H 15.69 11.68 15.71 -0.47
H 14.83 11.69 17.27 0.30
H 16.47 11.11 17.07 0.52
H 16.23 13.50 18.13 0.36
H 17.17 13.66 16.67 0.24
H 13.10 14.93 14.75 -0.55
H 13.90 16.48 14.60 -0.90
H 13.38 15.81 16.26 0.71
O 12.22 15.73 12.17 -0.42
C 13.36 15.39 11.88 -0.63
O 13.62 14.12 11.56 0.22
C 15.02 13.99 11.41 1.13
C 15.52 15.45 11.41 -0.63
O 14.45 16.17 12.01 0.89
H 15.36 13.35 12.27 -0.73
H 15.24 13.53 10.40 -0.41
H 15.67 15.88 10.42 0.39
H 16.48 15.64 11.92 -0.27
O 18.00 14.30 10.40 -0.25
C 18.64 13.90 9.43 0.32
O 19.39 12.79 9.41 -0.34
C 19.97 12.58 8.07 -0.40
C 19.24 13.65 7.23 -0.25
O 18.60 14.42 8.20 -0.29
H 21.03 12.82 8.12 0.38
H 19.82 11.57 7.72 0.22
H 18.40 13.21 6.65 0.17
H 19.92 14.21 6.61 0.36
O 11.07 18.70 17.08 -0.58
C 10.82 18.91 15.94 0.47
O 11.66 18.57 14.95 -0.19
C 11.06 18.75 13.71 1.02
C 9.73 19.48 14.04 -0.11
O 9.67 19.46 15.45 -0.40
H 11.77 19.25 12.98 -0.06
H 10.88 17.73 13.41 -0.56
H 8.86 18.95 13.65 0.20
H 9.64 20.52 13.66 0.22
O 16.57 12.12 7.70 -0.60
C 16.76 11.21 8.50 0.27
O 17.77 10.30 8.49 -0.38
C 17.63 9.52 9.70 -0.26
C 16.22 9.86 10.20 0.62
O 15.95 11.13 9.51 0.42
H 17.69 8.49 9.37 0.36
H 18.39 9.75 10.44 0.18
H 16.13 10.07 11.23 -0.66
H 15.54 9.10 9.86 0.27
```

Its charge is 0. Its HOMO energy is -9.862 eV. The total energy comes out at -104257.4045 eV. As for the gap between HOMO and LUMO: 10.266 eV. The multiplicity is 1. The value obtained for the max |F| is 0.0707 hartree/bohr.